{"formula": "C30H22ClN6O2SSn", "method": "ωB97M-V/def2-TZVPD", "species": ["Sn", "C", "O", "C", "C", "C", "C", "C", "C", "C", "N", "C", "C", "N", "C", "C", "C", "C", "N", "C", "C", "N", "C", "C", "C", "C", "H", "H", "H", "H", "H", "H", "H", "H", "H", "H", "H", "H", "H", "H", "O", "N", "C", "C", "C", "C", "C", "S", "H", "H", "H", "H", "Cl", "C", "C", "C", "C", "N", "C", "H", "H", "H", "H"], "xyz": [[-0.43983, 0.80725, -3.06154], [1.00934, -0.55569, 10.50916], [1.04112, -1.59971, 9.47116], [0.88265, -1.25791, 8.15010], [0.32608, -0.06179, 7.65259], [0.27433, 0.10600, 6.27902], [0.76601, -0.87959, 5.42239], [1.27310, -2.08065, 5.93266], [1.36334, -2.25718, 7.28740], [0.75862, -0.66390, 4.03340], [0.33862, 0.50472, 3.50244], [0.54220, 0.37627, 2.13957], [1.09373, -0.88196, 1.81963], [1.24682, -1.51701, 3.04542], [1.16723, -1.35648, 0.49113], [1.68114, -2.61949, 0.08655], [1.52188, -2.97596, -1.22196], [0.97537, -2.08772, -2.12997], [0.64932, -0.82764, -1.80026], [0.67733, -0.41356, -0.50724], [0.18886, 0.89546, -0.14892], [-0.34320, 1.71334, -1.11573], [-0.83633, 2.93104, -0.78721], [-0.99466, 3.36780, 0.54656], [-0.48167, 2.55228, 1.56436], [0.10408, 1.32605, 1.20459], [0.96811, -1.13819, 11.44998], [0.12878, 0.06986, 10.51455], [1.94173, -0.04963, 10.45934], [-0.09604, 0.67383, 8.35604], [-0.16394, 0.99112, 5.85867], [1.48283, -2.93411, 5.25725], [1.83660, -3.16578, 7.72156], [1.60954, -2.42737, 3.25544], [2.19440, -3.22465, 0.80846], [1.86352, -3.97936, -1.58943], [0.82188, -2.35723, -3.17749], [-1.22656, 3.57938, -1.56923], [-1.50370, 4.27895, 0.76568], [-0.57633, 2.67441, 2.63725], [-0.37740, 2.94161, -3.48734], [0.26018, 3.16822, -4.64832], [-0.17867, 4.20575, -5.40973], [0.41228, 4.43677, -6.62286], [1.42002, 3.58753, -7.07903], [1.89060, 2.56585, -6.25619], [1.35417, 2.38625, -4.96382], [2.00858, 1.25949, -3.88597], [-0.93704, 4.83517, -4.93807], [0.08168, 5.30601, -7.20503], [1.86384, 3.81096, -8.01800], [2.63885, 1.83499, -6.58398], [-2.29259, -3.74717, -7.91045], [-2.74819, -2.80981, -6.53892], [-3.88053, -3.16830, -5.78677], [-4.16654, -2.53571, -4.60501], [-3.28457, -1.47625, -4.21888], [-2.21552, -1.14282, -4.92919], [-1.93216, -1.76343, -6.09110], [-4.49660, -4.02055, -6.13882], [-4.93613, -2.83396, -3.89630], [-3.53316, -0.87777, -3.32414], [-1.01740, -1.49802, -6.57546]], "atomic_forces_ev_per_a": [[-0.75, -0.57, -1.69], [-0.36, -2.31, 0.11], [-0.63, 1.29, 0.00], [0.55, -0.15, 0.77], [0.00, -0.61, 0.77], [0.17, -0.25, 0.36], [0.09, -0.88, 1.32], [-0.37, -0.41, -0.31], [0.31, -0.55, 0.50], [-0.16, 2.03, -3.11], [0.80, -1.67, -0.54], [0.29, -1.33, 2.00], [-0.67, 0.88, 0.94], [-0.62, 0.97, 0.63], [0.03, 0.88, -0.62], [-0.66, 1.49, 0.06], [0.72, -1.81, -0.40], [-0.40, 1.49, -0.40], [0.07, -0.41, 0.70], [0.94, -2.16, 0.41], [-1.02, 1.46, 0.39], [0.67, 1.04, 1.59], [-0.36, -0.70, 0.60], [1.23, -1.64, 0.48], [-0.52, -0.29, -1.05], [0.28, -0.51, -1.56], [0.14, 0.33, -0.53], [-0.13, 0.26, -0.47], [0.59, 0.87, -0.03], [0.34, -0.36, -0.59], [0.00, 0.23, -0.12], [0.24, 0.70, 0.53], [-0.63, 0.81, -0.30], [0.09, -0.13, -0.28], [-0.01, -0.39, 0.13], [-0.39, 1.14, 0.41], [0.13, 0.11, 0.30], [0.27, -0.52, -0.11], [-0.13, 0.49, -0.01], [-0.09, 0.60, -0.13], [0.43, 0.83, -0.61], [0.30, -0.06, 0.32], [0.40, -0.34, 0.34], [-0.35, 0.64, -0.18], [0.10, -0.34, 1.19], [-0.34, 0.29, -0.40], [-0.69, 1.04, -1.41], [-0.35, -0.66, 0.83], [0.18, -0.46, -0.29], [0.18, -0.52, 0.23], [0.33, -0.20, -0.70], [-0.18, 0.60, 0.16], [-0.07, 0.08, -0.18], [0.10, 0.58, 0.74], [-0.21, -1.20, -0.77], [1.30, 1.44, 0.83], [-0.87, -0.75, -0.53], [-0.13, 0.18, -0.42], [-1.37, -1.04, 1.16], [0.48, 0.66, 0.25], [-0.11, 0.01, -0.53], [0.48, -0.36, -0.39], [0.34, 0.17, -0.39]], "nbo_charge": [1.21, -0.26, -0.50, 0.34, -0.31, -0.06, -0.20, -0.15, -0.26, 0.42, -0.47, 0.12, 0.15, -0.53, -0.09, -0.13, -0.23, 0.06, -0.51, 0.22, 0.16, -0.56, 0.09, -0.22, -0.10, -0.07, 0.21, 0.19, 0.19, 0.23, 0.23, 0.20, 0.24, 0.42, 0.23, 0.25, 0.23, 0.25, 0.24, 0.26, -0.69, 0.00, 0.04, -0.25, -0.15, -0.22, 0.01, -0.19, 0.24, 0.24, 0.23, 0.25, 0.04, -0.08, -0.19, -0.24, 0.03, -0.44, 0.01, 0.24, 0.23, 0.20, 0.21], "charge": 1, "largest_force_ev_per_a": 3.71, "gap_ev": 6.487, "e_tot_ha": -2707.92762, "e_homo_ev": -9.9072}